# 1
Formula: C37H53CaF2N7O
Source: OMol25
Level of theory: wB97M-V/def2-TZVPD

Structure (XYZ):
```
101
C37H53CaF2N7O, DFT wB97M-V/def2-TZVPD
Ca 0.1359 0.0355 0.3540
F 0.5530 -1.4083 3.2439
F -1.1122 0.0741 3.3298
O 2.1205 0.4051 0.5406
N 0.5102 2.0672 -1.1195
N 0.7085 4.4155 -0.9736
N -1.3290 3.3760 -0.5595
N -1.8923 1.1340 -0.2152
N -3.0268 -1.6572 -0.3586
N -3.5124 2.8406 -0.1122
N -0.3738 -2.5146 -0.4644
C 1.5375 2.2653 2.6446
C -0.5689 -0.9676 2.4900
C 3.6970 0.3425 -2.0929
C 4.6828 -1.1659 -0.3312
C 0.1295 5.6450 -1.4819
C 0.9207 3.6632 2.7110
C 2.8722 -4.3029 -0.6493
C 1.2769 -4.1716 1.2948
C 3.0713 1.2638 0.8665
C -1.2614 -4.7784 -0.8688
C -6.2777 -0.3228 -1.3991
C 1.6884 -3.8120 -0.1054
C 4.3116 1.2676 0.1911
C -4.4299 -1.3926 -2.7392
C -6.8156 0.1111 -0.1963
C 0.4279 -1.7020 -3.0285
C -2.2408 2.3570 -0.3024
C 1.7093 1.6802 4.0461
C 3.8367 3.1498 2.1855
C 0.8976 -2.9986 -0.9155
C -4.1039 -0.8714 2.2709
C -5.0386 -0.9472 -1.4403
C 2.8388 2.2347 1.8707
C 5.0523 3.1601 1.5205
C -1.3440 -3.3323 -0.4539
C 1.2902 -2.6138 -2.1996
C 3.2546 -3.9874 -1.9407
C 5.2702 2.2152 0.5281
C -3.6992 -3.8986 0.4204
C -4.3496 -1.1462 -0.2384
C -6.1123 -0.0864 0.9802
C 2.4752 -3.1315 -2.7030
C -2.7406 -2.8585 -0.0948
C 0.0163 3.2278 -0.9214
C -4.8670 -0.7131 0.9867
C 4.6304 0.2558 -0.8842
C 2.1570 4.3430 -1.0856
H 0.9394 -1.4310 -3.9511
H 0.7440 1.5626 4.5383
H -4.5793 -3.4326 0.8530
H 2.6832 0.0551 -1.8115
H 5.0555 -1.8557 -1.0902
H -4.0282 -4.5513 -0.3905
H -1.2904 -5.4332 0.0042
H 3.5026 -4.9370 -0.0383
H -3.2188 -4.5281 1.1695
H 0.7286 -3.3695 1.7820
H 0.8148 1.6289 2.1314
H -6.5272 0.2491 1.9229
H -6.8175 -0.1681 -2.3251
H 2.3401 2.3396 4.6491
H 0.1740 -0.7716 -2.5110
H 3.6741 1.3565 -2.5018
H 2.5644 3.6323 -0.3654
H 4.1794 -4.3785 -2.3424
H 6.2176 2.2013 -0.0006
H -0.3413 -4.9772 -1.4117
H -4.3964 -2.4823 -2.8134
H -0.5243 -2.1706 -3.2903
H -3.7103 -1.8773 2.4062
H 4.0273 -0.3293 -2.8890
H 5.3436 -1.2204 0.5355
H -2.1134 -5.0424 -1.4958
H 2.1585 -4.3734 1.9018
H -5.0054 -1.0180 -3.5844
H 2.7866 -2.8523 -3.7021
H -3.4006 -1.0397 -2.8261
H 0.8021 4.1016 1.7180
H -0.0586 3.6209 3.1930
H 5.6375 0.5042 -1.2395
H 1.5424 4.3418 3.2980
H -4.7455 -0.6471 3.1217
H 1.4813 2.1204 -1.4041
H 0.5020 6.4941 -0.9072
H -2.6994 0.5331 -0.1056
H 2.1766 0.6976 4.0032
H -1.2878 -1.7875 2.6796
H -7.7807 0.5992 -0.1759
H 3.6550 3.8745 2.9713
H 0.6573 -5.0725 1.3092
H 2.5655 5.3241 -0.8484
H 5.8176 3.8806 1.7769
H 2.4810 4.0686 -2.0967
H 0.3941 5.8006 -2.5340
H -1.5746 4.2650 -0.1561
H -3.2412 -0.2047 2.3234
H -0.9547 5.6448 -1.4207
H -4.2370 2.1467 -0.0024
H -3.7820 3.6556 -0.6373
H 3.6918 -1.4964 -0.0194
```

Properties
HOMO in eV: -6.69
Orbital gap in eV: 6.808
Net charge: 0
E_LUMO in Eh: 0.0044



# 2
Formula: C25H30AlN8O2S2
Source: OMol25
Level of theory: wB97M-V/def2-TZVPD

Structure (XYZ):
```
68
C25H30AlN8O2S2, DFT wB97M-V/def2-TZVPD
S -4.7741 -0.8332 -1.4346
S -3.2251 5.1683 0.0312
Al -0.8449 1.2528 -0.3815
O -0.4442 2.1011 -1.8608
O -1.1359 0.5452 1.2192
N 1.0676 1.0189 1.5888
N 1.7333 -1.1672 -2.3832
N 0.7312 -0.4101 -2.2883
N 1.9447 -1.7283 -1.1969
N -2.6070 0.4354 -1.0188
N 0.8963 1.6865 0.3982
N 0.2394 -0.4385 -1.0516
N -2.0378 2.9238 0.0156
C 1.7770 2.7788 -1.4943
C -1.3373 -1.8296 4.6037
C -0.0590 -0.4767 3.0795
C -3.0537 -0.7430 -1.3544
C 1.0017 -1.2683 -0.3654
C 1.0620 -1.9673 4.5978
C -1.8392 4.1715 0.3221
C 0.6567 2.6514 -2.2748
C -0.1648 -2.3753 5.1004
C -1.2885 -0.8960 3.5870
C 1.4090 -4.3555 0.2665
C 1.9116 2.2830 -0.1754
C -4.8701 0.8176 -0.9990
C -2.2374 -1.9322 -1.6771
C 1.1206 -1.0140 3.5980
C -0.5659 4.7085 0.8400
C 0.6688 3.1631 -3.6858
C -0.0351 0.4331 1.9310
C -3.2895 2.6877 -0.4657
C 2.2683 -4.1475 -0.9783
C -4.0828 3.7954 -0.5337
C -3.6195 1.3321 -0.8279
C 1.4550 -4.3891 -2.2468
C 3.2307 2.4123 0.5203
C 2.9254 -2.7526 -0.9976
H 3.0811 2.4765 1.5954
H 1.9639 -4.1083 1.1693
H -0.2034 -3.1188 5.8813
H 3.7710 3.2849 0.1628
H 1.9698 -2.4051 4.9865
H -1.6970 -2.2646 -0.7910
H -5.0919 3.8763 -0.8825
H 3.4544 -2.5720 -0.0593
H 2.0541 -4.2077 -3.1347
H 3.0913 -4.8657 -0.9485
H 0.9053 -1.4951 0.6746
H -2.1911 -0.4733 3.1695
H -0.3345 3.1374 -4.1023
H -1.5199 -1.6763 -2.4557
H 0.5008 -3.7552 0.2332
H 1.0593 4.1774 -3.7353
H 1.1088 -5.4182 -2.2711
H 3.8427 1.5325 0.3190
H -2.8727 -2.7410 -2.0290
H 2.6395 3.2468 -1.9400
H -2.2877 -2.1488 5.0065
H 0.5801 -3.7423 -2.2837
H 0.0352 5.0967 0.0178
H -5.8084 1.3148 -0.8704
H -0.0157 3.9069 1.3223
H -0.7240 5.5184 1.5468
H 1.3101 2.5273 -4.2921
H 1.1057 -5.3966 0.3313
H 2.0647 -0.6676 3.2060
H 3.6237 -2.6831 -1.8339
```

Properties
HOMO in eV: -10.10
Orbital gap in eV: 7.588
Net charge: +1
E_LUMO in Eh: -0.0924



# 3
Formula: C3H7N4S
Source: OMol25
Level of theory: wB97M-V/def2-TZVPD

Structure (XYZ):
```
15
C3H7N4S, DFT wB97M-V/def2-TZVPD
S -0.1744 1.9623 0.5460
N -4.0146 -0.3496 -0.4090
N -2.8917 -0.4428 -0.0183
N 1.7791 -1.0078 0.4566
N -0.5362 -0.9149 0.5103
C -1.7144 -0.2852 0.1863
C 0.5029 0.8857 -0.7271
C 0.6428 -0.3928 0.1440
H -0.6821 2.9252 -0.1784
H -4.7919 -0.4459 0.1513
H 1.6494 -1.7679 1.1518
H -0.4604 -1.8895 1.0301
H 2.4578 -0.2725 0.4780
H 1.4981 1.1993 -1.0106
H -0.2717 0.7022 -1.4731
```

Properties
HOMO (alpha / beta) in eV: -12.12 / -12.12
Orbital gap (alpha / beta) in eV: 7.783 / 7.782
Net charge: +1
E_LUMO (alpha / beta) in Eh: -0.1595 / -0.1596



Energy relative to the best compared isomer or geometry (same formula, charge and spin) list, top to bottom, in kcal per mole: 20.6; 0.0; 81.7